#a
{
  "formula": "C3H8NO2",
  "method": "ωB97M-V/def2-TZVPD",
  "homo_lumo_gap_ev": 8.93,
  "e_homo_ev": -14.449,
  "lumo_energy_ev": -5.522,
  "charge": 1,
  "multiplicity": 1,
  "elements": ["C", "C", "C", "N", "O", "O", "H", "H", "H", "H", "H", "H", "H", "H"],
  "coordinates": [[2.21, -0.41, 1.13], [1.09, 0.03, 0.48], [-0.20, -0.08, 1.12], [-1.45, -0.11, 0.77], [-0.32, 0.82, -2.45], [-1.63, 0.28, -2.18], [3.17, -0.30, 0.76], [2.20, -0.74, 2.07], [-0.05, -0.47, 2.22], [1.15, 0.30, -0.51], [-1.60, -0.70, -2.20], [-1.69, 0.05, -0.19], [-2.19, -0.38, 1.40], [-0.70, 1.70, -2.42]],
  "lowdin_charge": [0.184, -0.064, -0.041, 0.229, -0.035, -0.102, 0.077, 0.043, 0.181, 0.064, 0.116, 0.086, 0.158, 0.105]
}


#b
{
  "formula": "C3H8NO2",
  "method": "ωB97M-V/def2-TZVPD",
  "homo_lumo_gap_ev": 12.66,
  "smiles": "C[NH2+][C@@]1(O)CO1",
  "e_homo_ev": -16.132,
  "lumo_energy_ev": -3.473,
  "charge": 1,
  "multiplicity": 1,
  "elements": ["C", "N", "C", "O", "C", "O", "H", "H", "H", "H", "H", "H", "H", "H"],
  "coordinates": [[1.65, 0.31, -0.66], [0.85, -0.10, 0.56], [-0.81, -0.36, 0.23], [-1.11, -1.61, 0.47], [-1.72, 0.77, 0.26], [-1.12, 0.31, -0.94], [1.71, -0.24, -1.51], [1.14, 1.23, -0.92], [2.67, 0.52, -0.49], [0.77, 0.39, 1.37], [1.22, -1.04, 0.80], [-0.95, -2.35, -0.21], [-2.68, 0.41, 0.30], [-1.61, 1.77, 0.76]],
  "lowdin_charge": [0.027, 0.158, -0.468, 0.142, 0.010, 0.078, 0.077, 0.103, 0.097, 0.122, 0.177, 0.204, 0.107, 0.165]
}


Preferred: #b; penalty for the next structure: 33.9 kcal/mol.


#a
{
  "formula": "CHF2IO",
  "method": "ωB97M-V/def2-TZVPD",
  "homo_lumo_gap_ev": 9.34,
  "e_homo_ev": -9.984,
  "lumo_energy_ev": -0.648,
  "multiplicity": 1,
  "elements": ["C", "O", "F", "F", "I", "H"],
  "coordinates": [[-0.38, 1.41, -0.08], [0.11, 0.80, -0.94], [-0.15, 1.01, 2.41], [-1.35, 1.03, 0.68], [0.53, 3.38, 0.50], [-0.94, 1.33, 3.32]],
  "lowdin_charge": [-0.893, 0.087, -0.309, 0.032, 0.748, 0.334]
}


#b
{
  "formula": "CHF2IO",
  "method": "ωB97M-V/def2-TZVPD",
  "homo_lumo_gap_ev": 10.56,
  "smiles": "O=C(F)F.I",
  "e_homo_ev": -9.983,
  "lumo_energy_ev": 0.577,
  "multiplicity": 1,
  "elements": ["O", "C", "F", "F", "I", "H"],
  "coordinates": [[0.42, -0.12, 0.81], [0.27, 0.33, 1.88], [0.13, -0.27, 3.02], [0.33, 1.60, 2.24], [-0.29, -0.67, -3.23], [-0.86, -0.87, -4.72]],
  "lowdin_charge": [0.211, -0.587, 0.202, 0.166, 0.363, -0.356]
}


Preferred: #b; penalty for the next structure: 52.5 kcal/mol.


#a
{
  "formula": "C3H6N4O2",
  "method": "ωB97M-V/def2-TZVPD",
  "homo_lumo_gap_ev": 8.36,
  "smiles": "[H]/N=N/C(=C\\NO)C(N)=O",
  "e_homo_ev": -8.518,
  "lumo_energy_ev": -0.155,
  "multiplicity": 1,
  "elements": ["H", "N", "N", "C", "C", "N", "O", "C", "N", "O", "H", "H", "H", "H", "H"],
  "coordinates": [[-2.81, 0.12, -0.90], [-1.84, -0.01, -1.14], [-1.20, 0.21, -0.03], [0.11, -0.12, 0.04], [0.83, 0.24, 1.23], [0.40, 0.88, 2.33], [-0.95, 1.18, 2.51], [0.96, -0.61, -1.12], [0.34, -1.25, -2.14], [2.19, -0.52, -1.05], [1.86, -0.24, 1.00], [1.05, 0.92, 3.16], [-1.38, 1.06, 1.56], [-0.64, -0.61, -2.50], [1.09, -1.25, -2.93]],
  "lowdin_charge": [0.049, 0.029, -0.067, -0.222, -0.003, -0.040, -0.044, -0.555, 0.076, 0.005, 0.159, 0.188, 0.118, 0.175, 0.130]
}


#b
{
  "formula": "C3H6N4O2",
  "method": "ωB97M-V/def2-TZVPD",
  "homo_lumo_gap_ev": 8.20,
  "smiles": "[H]/N=N\\C(=C\\NO)C(N)=O",
  "e_homo_ev": -8.387,
  "lumo_energy_ev": -0.187,
  "multiplicity": 1,
  "elements": ["H", "N", "N", "C", "C", "N", "O", "C", "N", "O", "H", "H", "H", "H", "H"],
  "coordinates": [[-2.02, 1.32, -1.07], [-1.14, 1.86, -1.54], [-0.05, 1.35, -1.21], [-0.01, 0.18, -0.56], [-1.00, -0.84, -0.62], [-1.24, -1.70, 0.39], [-0.90, -1.66, 1.67], [1.12, 0.20, 0.22], [1.92, 1.41, -0.02], [1.39, -0.53, 1.26], [-1.61, -1.06, -1.51], [-1.93, -2.48, 0.23], [0.09, -1.18, 1.78], [1.76, 1.82, -1.02], [2.69, 1.40, 0.59]],
  "lowdin_charge": [0.094, 0.072, -0.126, -0.290, 0.014, -0.067, -0.033, -0.386, 0.106, -0.043, 0.139, 0.185, 0.131, 0.141, 0.063]
}


Preferred: #a; penalty for the next structure: 10.3 kcal/mol.


#a
{
  "formula": "C4H12NO2",
  "method": "ωB97M-V/def2-TZVPD",
  "homo_lumo_gap_ev": 7.61,
  "e_homo_ev": -3.430,
  "lumo_energy_ev": 4.179,
  "charge": -1,
  "multiplicity": 1,
  "elements": ["C", "O", "C", "H", "H", "H", "H", "H", "C", "N", "C", "O", "H", "H", "H", "H", "H", "H", "H"],
  "coordinates": [[0.73, 1.33, 1.64], [-0.21, 0.98, 0.71], [0.57, 0.55, 2.95], [0.66, 2.41, 1.89], [1.76, 1.16, 1.27], [1.44, 0.65, 3.61], [0.42, -0.51, 2.74], [-0.30, 0.89, 3.50], [-1.49, -1.66, -1.67], [-1.04, -0.29, -1.81], [0.40, -0.24, -2.04], [0.98, 0.92, -1.56], [-1.18, -2.24, -2.55], [-2.58, -1.71, -1.61], [-1.06, -2.17, -0.80], [-1.17, 0.20, -0.92], [0.88, -1.13, -1.59], [0.58, -0.27, -3.12], [0.60, 1.12, -0.64]],
  "lowdin_charge": [-0.518, -0.340, -0.142, 0.080, 0.086, 0.046, 0.052, 0.047, -0.181, -0.112, -0.386, -0.116, 0.065, 0.061, 0.069, 0.066, 0.102, 0.099, 0.023]
}


#b
{
  "formula": "C4H12NO2",
  "method": "ωB97M-V/def2-TZVPD",
  "homo_lumo_gap_ev": 7.06,
  "e_homo_ev": -3.031,
  "lumo_energy_ev": 4.031,
  "charge": -1,
  "multiplicity": 1,
  "elements": ["C", "N", "C", "C", "C", "O", "H", "H", "H", "H", "H", "H", "H", "H", "H", "H", "H", "H", "O"],
  "coordinates": [[-0.26, -1.70, -0.82], [0.03, -1.09, 0.47], [-1.91, 0.59, 0.19], [-0.51, 0.21, 0.89], [0.37, 1.51, 0.58], [1.62, 1.31, 0.81], [-1.26, -2.08, -0.89], [-0.03, -1.08, -1.75], [0.40, -2.53, -0.93], [1.02, -1.09, 0.64], [-2.22, 1.70, 0.21], [-2.55, 0.00, 0.77], [-2.12, 0.41, -0.90], [-0.59, 0.07, 1.98], [0.08, 2.22, 1.36], [0.21, 2.01, -0.39], [2.47, 0.39, 0.04], [2.43, -0.39, -1.59], [2.81, -0.47, -0.64]],
  "lowdin_charge": [-0.175, -0.094, -0.098, -0.329, -0.483, -0.291, 0.050, 0.081, 0.047, 0.065, 0.080, 0.022, 0.061, 0.118, 0.082, 0.088, 0.043, 0.026, -0.294]
}


Preferred: #a; penalty for the next structure: 27.5 kcal/mol.


#a
{
  "formula": "C4H12NO2",
  "method": "ωB97M-V/def2-TZVPD",
  "homo_lumo_gap_ev": 5.37,
  "e_homo_ev": -2.441,
  "lumo_energy_ev": 2.929,
  "charge": -1,
  "multiplicity": 1,
  "elements": ["C", "C", "C", "C", "O", "N", "H", "H", "H", "H", "H", "H", "H", "H", "H", "H", "H", "H", "O"],
  "coordinates": [[-1.97, 1.29, -0.70], [-0.63, 0.58, -0.74], [-0.07, 0.52, -2.13], [1.56, 0.40, -2.06], [2.07, 0.61, -0.83], [-0.68, -0.75, -0.12], [-1.84, 2.37, -0.61], [-2.57, 1.03, 0.18], [-2.62, 1.15, -1.57], [0.15, 1.10, -0.18], [-0.22, 1.47, -2.63], [-0.42, -0.31, -2.75], [1.92, 1.17, -2.77], [1.79, -0.63, -2.42], [0.32, -1.02, -0.09], [-1.25, -1.40, -0.66], [1.80, -1.82, 6.85], [1.42, -3.16, 6.23], [1.26, -2.60, 7.01]],
  "lowdin_charge": [-0.097, -0.515, -0.192, -0.500, -0.387, 0.012, 0.058, 0.054, 0.057, 0.112, 0.077, 0.086, 0.062, 0.060, 0.066, 0.047, 0.032, 0.044, -0.076]
}


#b
{
  "formula": "C4H12NO2",
  "method": "ωB97M-V/def2-TZVPD",
  "homo_lumo_gap_ev": 6.98,
  "e_homo_ev": -3.083,
  "lumo_energy_ev": 3.896,
  "charge": -1,
  "multiplicity": 1,
  "elements": ["C", "C", "C", "N", "C", "O", "H", "H", "H", "H", "H", "H", "H", "H", "H", "H", "H", "H", "O"],
  "coordinates": [[-1.11, 0.57, 1.93], [-0.64, -0.60, 1.10], [0.56, -1.30, 1.76], [-0.28, -0.13, -0.20], [1.19, 0.43, -0.67], [1.95, -0.45, -1.34], [-0.36, 1.37, 2.00], [-1.52, 0.20, 2.96], [-1.96, 1.08, 1.25], [-1.49, -1.24, 0.97], [1.36, -0.64, 1.86], [0.89, -2.02, 1.07], [0.26, -1.71, 2.71], [-0.21, -0.93, -0.88], [1.59, 0.74, 0.37], [0.75, 1.32, -1.09], [-2.05, 0.89, -2.10], [-0.63, 0.90, -1.82], [-1.28, 1.24, -2.49]],
  "lowdin_charge": [-0.112, -0.539, -0.067, -0.101, -0.476, -0.310, 0.059, 0.086, 0.104, 0.110, 0.040, 0.055, 0.053, 0.105, 0.083, 0.048, -0.022, -0.014, -0.101]
}


#c
{
  "formula": "C4H12NO2",
  "method": "ωB97M-V/def2-TZVPD",
  "homo_lumo_gap_ev": 6.51,
  "e_homo_ev": -2.711,
  "lumo_energy_ev": 3.796,
  "charge": -1,
  "multiplicity": 1,
  "elements": ["C", "O", "C", "C", "C", "N", "H", "H", "H", "H", "H", "H", "H", "H", "H", "H", "H", "H", "O"],
  "coordinates": [[-1.79, -0.45, -0.91], [-2.05, 0.34, -1.96], [-0.30, -0.37, -0.52], [0.04, -1.18, 0.73], [1.50, -1.58, 0.84], [-0.03, 1.09, -0.37], [-2.10, -1.50, -1.04], [-2.35, -0.16, 0.02], [0.29, -0.79, -1.35], [-0.60, -2.07, 0.73], [-0.30, -0.61, 1.62], [1.72, -2.37, 1.55], [1.81, -1.92, -0.15], [2.09, -0.67, 0.99], [-0.73, 1.41, -1.07], [0.84, 1.28, -0.86], [1.05, 1.57, 1.25], [2.51, 2.02, 1.15], [1.82, 1.82, 1.80]],
  "lowdin_charge": [-0.520, -0.354, -0.420, -0.259, -0.125, 0.011, 0.080, 0.092, 0.125, 0.095, 0.108, 0.055, 0.058, 0.051, 0.052, 0.060, -0.015, 0.018, -0.111]
}


Preferred: #c; penalty for the next structure: 17.3 kcal/mol.